w.
The following is a DFT calculation (the ωB97M-V functional and the def2-TZVPD basis) of the molecule C5H7NO.

Values from the calculation:
Multiplicity = 1
SMILES = Cc1occc1N
Gap between HOMO and LUMO = 8.803 eV
Net charge = 0
HOMO energy = -7.78 eV

```
14
Properties=species:S:1:pos:R:3:mulliken_charge:R:1
C -1.575 -1.107 0.185 -1.0396
C -0.340 -0.368 0.583 -0.0804
O 0.681 -1.255 0.846 -0.3273
C 1.797 -0.766 0.288 -0.4340
C 1.579 0.466 -0.249 -0.5367
C 0.185 0.738 -0.028 0.8290
N -0.560 1.835 -0.502 -0.5764
H -2.332 -0.437 -0.223 0.3277
H -1.225 -1.744 -0.638 0.2879
H -1.995 -1.759 0.954 0.2835
H 2.638 -1.442 0.278 0.4130
H 2.267 1.049 -0.850 0.3393
H 0.038 2.570 -0.864 0.2581
H -1.157 2.220 0.219 0.2557
```

=====

x.
The following is a DFT calculation (the ωB97M-V functional and the def2-TZVPD basis) of the molecule C5H7NO.

Values from the calculation:
Multiplicity = 1
Gap between HOMO and LUMO = 7.415 eV
Net charge = 0
HOMO energy = -7.29 eV

```
14
Properties=species:S:1:pos:R:3:mulliken_charge:R:1
C -1.937 0.406 -0.325 -1.2052
C -0.401 0.075 -0.189 0.8682
C 0.667 1.033 0.188 -0.4033
N 1.741 0.368 0.488 0.0236
C 1.542 -1.155 0.468 0.1359
O 2.510 -1.866 0.703 -0.6935
C 0.191 -1.251 0.153 -0.7887
H -2.277 0.400 -1.382 0.3102
H -2.204 1.387 0.073 0.3199
H -2.502 -0.372 0.174 0.3121
H 0.672 2.106 0.019 0.3940
H 2.659 0.758 0.703 0.2273
H -0.327 -2.198 0.194 0.3966
H -0.334 0.308 -1.267 0.1030
```

=====

y.
The following is a DFT calculation (the ωB97M-V functional and the def2-TZVPD basis) of the molecule C5H7NO.

Values from the calculation:
Multiplicity = 1
Gap between HOMO and LUMO = 9.301 eV
Net charge = 0
HOMO energy = -8.53 eV

```
14
Properties=species:S:1:pos:R:3:mulliken_charge:R:1
O 2.053 0.183 -1.322 -0.3338
C 1.664 0.092 -0.063 -0.8247
C 0.525 1.031 0.219 0.4721
C -0.918 0.846 -0.083 -0.1705
C -1.273 -0.602 -0.353 -0.6146
C -0.386 -0.908 0.879 -0.2581
N -0.394 0.547 1.273 -0.6573
H 2.807 -0.426 -1.390 0.4525
H 0.673 -1.131 0.635 0.1992
H 0.869 2.061 0.314 0.4703
H -1.547 1.718 -0.262 0.3835
H -1.002 -1.041 -1.318 0.2519
H -2.342 -0.762 -0.171 0.2861
H -0.729 -1.608 1.640 0.3434
```

=====

Stability, highest: w

=====

w.
The following is a DFT calculation (the ωB97M-V functional and the def2-TZVPD basis) of a structure of composition C5H7NO.

Values from the calculation:
Multiplicity = 1
Gap between HOMO and LUMO = 10.189 eV
Net charge = 0
HOMO energy = -9.28 eV

```
14
Properties=species:S:1:pos:R:3:mulliken_charge:R:1
O 2.322 0.131 0.414 -0.5834
C 1.133 0.522 -0.614 -0.6646
C 0.038 -0.550 -0.799 -0.0742
C -0.356 -0.406 0.696 -0.3489
C -1.809 -0.275 0.286 -0.3830
N -1.120 0.463 -0.855 -0.6096
C -0.091 1.019 0.150 0.0114
H 2.755 -0.646 0.018 0.3106
H 2.092 0.913 -0.954 0.5100
H -0.009 -1.453 -1.417 0.4651
H 0.129 -0.877 1.552 0.3924
H -2.351 -1.177 -0.024 0.2483
H -2.462 0.363 0.898 0.2463
H -0.271 1.974 0.649 0.4795
```

=====

x.
The following is a DFT calculation (the ωB97M-V functional and the def2-TZVPD basis) of a structure of composition C5H7NO.

Values from the calculation:
Multiplicity = 1
Gap between HOMO and LUMO = 10.141 eV
Net charge = 0
HOMO energy = -9.42 eV

```
14
Properties=species:S:1:pos:R:3:mulliken_charge:R:1
O -0.450 1.798 -1.543 -0.4547
C -0.782 0.801 -0.944 -0.1591
C 0.192 -0.302 -0.654 0.1272
C 0.620 -0.657 0.733 -0.0955
C -0.520 -0.534 1.712 -0.2558
C -1.247 -1.328 0.922 -0.5573
N -0.199 -1.601 -0.067 -0.5238
H 1.895 2.077 -1.369 -0.2298
H -1.823 0.661 -0.603 0.3849
H 0.965 -0.398 -1.415 0.4501
H 1.658 -0.886 0.957 0.3599
H 2.625 2.047 -1.222 0.2235
H -0.664 0.006 2.638 0.3545
H -2.270 -1.683 0.855 0.3760
```

=====

y.
The following is a DFT calculation (the ωB97M-V functional and the def2-TZVPD basis) of the molecule C5H7NO.

Values from the calculation:
Multiplicity = 1
Gap between HOMO and LUMO (alpha / beta) = 8.212 / 7.724 eV
Net charge = 0
HOMO energy (alpha / beta) = -7.99 / -7.99 eV

```
14
Properties=species:S:1:pos:R:3:mulliken_charge:R:1
C 0.817 1.507 1.254 -1.1653
C -0.404 0.632 0.965 -0.4211
C -0.151 -0.373 -0.115 0.4743
C -1.103 -1.285 -2.073 -0.4463
O -1.066 -0.486 -1.067 -0.2455
C 0.944 -1.252 -0.183 0.1329
N 1.822 -2.010 -0.309 -0.4656
H 1.678 0.893 1.539 0.3374
H 0.615 2.204 2.073 0.3445
H 1.097 2.085 0.368 0.3136
H -0.725 0.135 1.892 0.2464
H -1.246 1.250 0.639 0.3050
H -1.965 -1.166 -2.712 0.2752
H -0.304 -2.003 -2.227 0.3145
```

=====

Stability, highest: y

=====

w.
The following is a DFT calculation (the ωB97M-V functional and the def2-TZVPD basis) of a cluster of 2 separate species, C3H9NO2S2 in total.

Values from the calculation:
Multiplicity = 1
SMILES = O=CNCCSS.O
Gap between HOMO and LUMO = 9.474 eV
Net charge = 0
HOMO energy = -8.96 eV

```
17
Properties=species:S:1:pos:R:3:mulliken_charge:R:1
O 0.917 -2.087 -3.298 -0.5186
C 1.256 -1.175 -2.652 0.1328
N 0.251 -0.360 -2.182 -0.2265
C 0.740 0.692 -1.172 -0.9271
C 0.434 0.015 0.196 -0.1328
S -0.213 1.315 1.243 -0.0753
S 0.326 0.899 3.168 -0.2393
H 2.264 -0.905 -2.325 0.3115
H -0.728 -0.457 -2.259 0.2384
H 1.715 1.006 -1.341 0.3295
H 0.100 1.630 -1.202 0.3976
H 1.300 -0.718 0.390 0.3470
H -0.477 -0.695 -0.050 0.2218
H 1.641 1.290 3.100 0.1522
O -3.139 -1.332 -0.326 -0.6656
H -3.279 -2.050 0.325 0.3210
H -2.905 -1.840 -1.182 0.3335
```

=====

x.
The following is a DFT calculation (the ωB97M-V functional and the def2-TZVPD basis) of the molecule C3H9NO2S2.

Values from the calculation:
Multiplicity = 1
SMILES = CC(C)(S)S(N)(=O)=O
Gap between HOMO and LUMO = 10.445 eV
Net charge = 0
HOMO energy = -9.93 eV

```
17
Properties=species:S:1:pos:R:3:mulliken_charge:R:1
C -1.089 -1.157 -0.037 -1.4965
C 0.292 -0.434 -0.038 0.6405
C 0.878 -0.746 -1.393 -1.6696
S 1.240 -0.960 1.326 -0.1243
S 0.049 1.349 -0.016 1.1585
N -0.660 1.700 1.484 -0.5991
O -0.868 1.742 -1.020 -0.6113
O 1.308 1.965 0.081 -0.6308
H -1.357 -1.406 0.948 0.4715
H -1.162 -2.031 -0.640 0.3663
H -1.758 -0.350 -0.344 0.3249
H 1.585 0.026 -1.556 0.4968
H 1.249 -1.698 -1.132 0.5194
H 0.301 -0.734 -2.331 0.3236
H 2.159 0.019 1.147 0.1959
H -0.486 0.998 2.265 0.3285
H -1.681 1.719 1.257 0.3055
```

=====

y.
The following is a DFT calculation (the ωB97M-V functional and the def2-TZVPD basis) of a cluster of 3 separate species, C3H9NO2S2 in total.

Values from the calculation:
Multiplicity = 1
Gap between HOMO and LUMO = 5.300 eV
Net charge = 0
HOMO energy = -8.45 eV

```
17
Properties=species:S:1:pos:R:3:mulliken_charge:R:1
N -2.006 -0.275 -0.292 -0.4169
C -1.069 -0.739 0.616 -0.3120
C -0.294 0.373 1.326 0.2291
O -0.451 1.519 0.776 -0.8727
C 0.557 -0.625 0.569 -0.8687
S -0.179 -2.427 -1.423 -0.0672
S 1.161 -1.450 -2.511 -0.0848
H -1.977 -0.719 -1.193 0.2449
H -1.965 0.740 -0.300 0.2662
H -1.320 -1.726 0.972 0.5482
H -0.343 0.291 2.417 0.3316
H 1.091 -1.499 0.907 0.3598
H 1.019 -0.160 -0.288 0.4697
H 0.290 -0.664 -3.167 0.2045
H 1.132 2.029 0.497 0.3886
H 2.255 3.133 0.624 0.2825
O 2.100 2.200 0.470 -0.7027
```

=====

Stability, highest: x